This record from the OMol25 dataset describes C31H39BMnN12O2P as an isolated structure. The level of theory is the ωB97M-V functional and the def2-TZVPD basis.

CARTESIAN COORDINATES (ANGSTROEM)
1 Mn 0.60 -0.80 -0.08
2 C 0.68 -4.98 -0.16
3 C 1.32 -3.77 -0.36
4 N 0.59 -2.77 0.15
5 N -0.54 -3.33 0.68
6 C -0.50 -4.65 0.49
7 B -1.67 -2.35 1.12
8 N -1.03 -1.30 2.09
9 C -1.46 -0.96 3.32
10 C -0.55 -0.08 3.88
11 C 0.43 0.08 2.91
12 N 0.15 -0.67 1.85
13 N -2.13 -1.68 -0.23
14 C -3.24 -1.85 -0.96
15 C -3.04 -1.27 -2.21
16 C -1.74 -0.78 -2.17
17 N -1.20 -1.04 -0.98
18 N -2.82 -3.01 1.82
19 C -2.82 -4.04 2.71
20 C -4.05 -4.10 3.29
21 C -4.76 -3.03 2.72
22 N -4.02 -2.36 1.85
23 H 1.02 -5.96 -0.44
24 H 2.26 -3.58 -0.85
25 H -1.31 -5.29 0.81
26 H -2.36 -1.38 3.72
27 H -0.59 0.36 4.86
28 H 1.32 0.69 2.92
29 H -4.09 -2.37 -0.56
30 H -3.73 -1.24 -3.03
31 H -1.17 -0.27 -2.93
32 H -1.94 -4.64 2.87
33 H -4.40 -4.81 4.02
34 H -5.78 -2.74 2.90
35 N -1.28 1.99 1.09
36 C -1.15 2.24 -0.34
37 C -1.73 3.55 -0.86
38 C -3.23 3.69 -0.63
39 C -4.09 2.56 -1.20
40 N -4.29 1.43 -0.28
41 C -5.20 1.41 0.70
42 N -5.95 2.48 0.94
43 N -5.32 0.33 1.46
44 C 0.34 2.12 -0.68
45 O 1.04 3.04 -0.98
46 O 0.87 0.88 -0.60
47 H -2.25 1.89 1.34
48 H -0.92 2.78 1.62
49 H -1.64 1.40 -0.85
50 H -1.52 3.62 -1.94
51 H -1.20 4.38 -0.40
52 H -3.55 4.63 -1.09
53 H -3.44 3.80 0.44
54 H -3.62 2.15 -2.10
55 H -5.06 2.93 -1.53
56 H -3.92 0.53 -0.56
57 H -5.94 3.28 0.32
58 H -6.61 2.50 1.70
59 H -4.72 -0.50 1.40
60 H -6.08 0.29 2.13
61 C 4.20 3.42 -1.34
62 P 4.00 1.66 -1.62
63 C 3.94 0.73 -0.10
64 C 4.30 1.33 1.10
65 C 4.28 0.59 2.28
66 C 3.91 -0.74 2.27
67 C 3.53 -1.35 1.07
68 C 3.54 -0.62 -0.11
69 C 5.18 1.03 -2.76
70 C 5.93 -0.13 -2.51
71 C 6.86 -0.57 -3.43
72 C 7.03 0.14 -4.62
73 C 6.28 1.28 -4.89
74 C 5.35 1.72 -3.98
75 H 3.41 3.77 -0.69
76 H 4.13 3.95 -2.29
77 H 5.19 3.61 -0.91
78 H 4.61 2.37 1.13
79 H 4.59 1.07 3.21
80 H 3.92 -1.31 3.19
81 H 3.27 -2.40 1.07
82 H 3.30 -1.10 -1.05
83 H 5.82 -0.67 -1.57
84 H 7.46 -1.44 -3.23
85 H 7.76 -0.21 -5.34
86 H 6.43 1.81 -5.82
87 H 4.76 2.60 -4.20

The HOMO-LUMO gap (alpha / beta) is 6.02 / 6.89 eV. The calculation puts the HOMO energy (alpha / beta) at -15.674 / -16.467 eV. Its spin multiplicity is 6. Its net charge is +3. For the energy above the lowest of the compared OMol25 structures with the same formula, charge and spin, the calculation gives 45.5 kJ/mol.

=====

This record from the OMol25 dataset describes a 7-piece molecular cluster, C31H39ClF2O21 overall. The level of theory is the ωB97M-V functional and the def2-TZVPD basis.

CARTESIAN COORDINATES (ANGSTROEM)
1 C 2.41 3.28 -1.25
2 C 2.95 2.78 -2.60
3 C 1.84 2.76 -3.66
4 Cl 2.52 2.87 -5.32
5 C 0.92 1.57 -3.55
6 C -0.39 1.64 -3.63
7 F -1.05 2.77 -3.88
8 C -1.24 0.41 -3.53
9 O -2.26 0.30 -4.15
10 C -0.68 -0.66 -2.64
11 C -1.66 -1.50 -1.85
12 O -2.81 -0.78 -1.50
13 C -2.55 0.16 -0.47
14 C 0.65 -0.79 -2.57
15 C 1.28 -1.84 -1.68
16 C 2.79 -2.00 -1.72
17 F 0.72 -3.09 -2.02
18 C 1.48 0.18 -3.37
19 O 2.53 -0.12 -3.87
20 H 2.65 4.34 -1.10
21 H 1.32 3.18 -1.18
22 H 2.83 2.72 -0.41
23 H 3.74 3.44 -2.97
24 H 3.37 1.78 -2.50
25 H 1.23 3.66 -3.53
26 H -1.15 -1.86 -0.95
27 H -1.98 -2.38 -2.43
28 H -3.45 0.76 -0.33
29 H -1.73 0.84 -0.75
30 H -2.29 -0.32 0.47
31 H 0.96 -1.63 -0.65
32 H 3.05 -2.84 -1.07
33 H 3.28 -1.09 -1.35
34 H 3.14 -2.20 -2.73
35 C 4.15 6.60 -7.47
36 C 5.61 6.16 -7.39
37 O 5.89 6.30 -5.99
38 C 4.72 6.25 -5.30
39 O 4.64 6.16 -4.12
40 O 3.67 6.29 -6.15
41 H 3.57 6.05 -8.20
42 H 4.05 7.67 -7.63
43 H 5.74 5.12 -7.67
44 H 6.29 6.78 -7.96
45 C 5.82 0.68 -6.19
46 C 7.05 1.54 -5.94
47 O 7.08 2.36 -7.12
48 C 5.83 2.42 -7.64
49 O 5.49 3.18 -8.49
50 O 5.03 1.53 -7.03
51 H 5.25 0.44 -5.29
52 H 6.05 -0.23 -6.74
53 H 6.93 2.19 -5.07
54 H 7.98 0.98 -5.87
55 C -1.48 -0.61 4.37
56 C -0.17 -1.25 4.79
57 O 0.21 -1.96 3.60
58 C -0.40 -1.39 2.55
59 O -0.17 -1.64 1.41
60 O -1.30 -0.48 2.95
61 H -1.66 0.37 4.81
62 H -2.34 -1.26 4.56
63 H 0.60 -0.51 5.01
64 H -0.27 -1.94 5.62
65 C -5.71 3.87 0.11
66 C -6.63 3.91 1.32
67 O -6.33 2.67 1.97
68 C -5.09 2.27 1.59
69 O -4.49 1.36 2.07
70 O -4.63 3.05 0.59
71 H -5.32 4.84 -0.18
72 H -6.16 3.38 -0.75
73 H -6.39 4.73 2.00
74 H -7.69 3.94 1.07
75 C -1.57 -5.66 8.26
76 C -0.49 -4.63 8.56
77 O -0.70 -3.66 7.52
78 C -1.97 -3.76 7.09
79 O -2.49 -2.98 6.35
80 O -2.57 -4.85 7.60
81 H -2.02 -6.12 9.13
82 H -1.24 -6.43 7.56
83 H -0.64 -4.14 9.52
84 H 0.52 -5.02 8.50
85 C -6.03 -7.10 7.02
86 C -5.93 -6.37 8.35
87 O -5.02 -7.20 9.09
88 C -4.28 -7.91 8.20
89 O -3.31 -8.54 8.49
90 O -4.77 -7.77 6.95
91 H -6.14 -6.44 6.16
92 H -6.82 -7.85 7.02
93 H -5.48 -5.38 8.24
94 H -6.87 -6.29 8.89

The HOMO-LUMO gap is 8.57 eV. The calculation puts the HOMO energy at -9.233 eV. The structure (SMILES) is CC[C@@H](Cl)C1=C(F)C(=O)C(COC)=C([C@H](C)F)C1=O.O=C1OCCO1.O=C1OCCO1.O=C1OCCO1.O=C1OCCO1.O=C1OCCO1.O=C1OCCO1. Its net charge is 0.

=====

This record from the OMol25 dataset describes a 11-piece molecular cluster, C31H39F5O31 overall in a non-equilibrium geometry. The level of theory is the ωB97M-V functional and the def2-TZVPD basis.

CARTESIAN COORDINATES (ANGSTROEM)
1 C -19.69 -14.64 -11.00
2 C -18.92 -15.80 -10.39
3 O -19.89 -16.53 -9.73
4 C -21.09 -16.09 -9.97
5 O -22.07 -16.69 -9.64
6 O -21.06 -14.97 -10.64
7 H -19.63 -14.55 -12.07
8 H -19.44 -13.67 -10.66
9 H -18.15 -15.46 -9.68
10 H -18.41 -16.40 -11.14
11 C -20.34 -16.85 -3.48
12 C -18.83 -17.10 -3.26
13 O -18.75 -16.85 -1.82
14 C -19.71 -15.94 -1.52
15 O -19.78 -15.30 -0.51
16 O -20.65 -15.87 -2.47
17 H -21.01 -17.71 -3.41
18 H -20.62 -16.40 -4.43
19 H -18.32 -16.31 -3.75
20 H -18.49 -18.10 -3.45
21 C -17.25 -10.56 -6.41
22 C -18.52 -9.70 -6.09
23 O -17.94 -8.45 -6.21
24 C -16.88 -8.44 -7.02
25 O -16.30 -7.50 -7.58
26 O -16.49 -9.73 -7.26
27 H -17.40 -11.53 -6.86
28 H -16.72 -10.61 -5.49
29 H -18.93 -9.93 -5.09
30 H -19.33 -9.88 -6.78
31 C -20.90 -13.45 -5.71
32 C -20.33 -14.58 -6.49
33 O -19.85 -14.00 -7.71
34 C -20.02 -12.68 -7.72
35 O -19.58 -11.97 -8.56
36 O -20.70 -12.31 -6.59
37 H -20.34 -13.24 -4.81
38 H -21.94 -13.60 -5.47
39 H -21.11 -15.33 -6.78
40 H -19.49 -15.03 -5.99
41 C -21.76 -18.77 -6.84
42 C -21.51 -19.57 -8.12
43 O -20.11 -19.40 -8.29
44 C -19.53 -18.97 -7.19
45 O -18.34 -18.78 -7.17
46 O -20.43 -18.72 -6.23
47 H -22.40 -19.35 -6.16
48 H -22.15 -17.79 -7.03
49 H -21.93 -19.09 -9.00
50 H -21.83 -20.57 -8.00
51 C -24.44 -14.67 -8.63
52 C -24.67 -13.85 -10.00
53 O -24.10 -12.61 -9.71
54 C -23.79 -12.54 -8.31
55 O -23.40 -11.55 -7.82
56 O -23.94 -13.74 -7.66
57 F -26.01 -13.79 -10.18
58 H -23.75 -15.50 -8.85
59 H -25.39 -15.08 -8.30
60 H -24.22 -14.43 -10.82
61 C -16.58 -11.44 -9.92
62 C -15.43 -11.83 -9.04
63 O -14.46 -12.22 -10.00
64 C -15.12 -12.63 -11.14
65 O -14.62 -13.26 -12.00
66 O -16.31 -12.05 -11.15
67 F -15.71 -12.91 -8.18
68 H -16.58 -10.36 -10.06
69 H -17.51 -11.78 -9.43
70 H -15.06 -11.02 -8.42
71 C -21.54 -12.34 0.43
72 C -22.09 -13.09 -0.76
73 O -21.04 -12.99 -1.75
74 C -20.06 -12.17 -1.21
75 O -19.02 -11.95 -1.82
76 O -20.41 -11.70 -0.07
77 F -23.27 -12.40 -1.19
78 H -21.17 -13.16 1.07
79 H -22.22 -11.69 0.88
80 H -22.34 -14.14 -0.60
81 C -16.58 -14.17 -1.77
82 C -16.07 -12.76 -2.04
83 O -16.24 -12.56 -3.40
84 C -17.27 -13.39 -3.77
85 O -17.90 -13.36 -4.76
86 O -17.42 -14.39 -2.84
87 F -14.75 -12.67 -1.75
88 H -17.14 -14.18 -0.86
89 H -15.76 -14.87 -1.57
90 H -16.60 -11.90 -1.60
91 C -24.89 -14.90 -2.59
92 C -25.99 -15.91 -2.94
93 O -25.62 -16.28 -4.28
94 C -24.35 -15.95 -4.50
95 O -23.65 -16.19 -5.48
96 O -23.82 -15.27 -3.49
97 F -27.19 -15.40 -3.00
98 H -24.53 -14.94 -1.58
99 H -25.29 -13.86 -2.75
100 H -26.12 -16.78 -2.26
101 C -16.02 -15.80 -6.86
102 O -16.50 -16.20 -8.15
103 H -16.88 -15.64 -6.18
104 H -15.44 -16.56 -6.38
105 H -15.43 -14.86 -6.91
106 H -17.20 -16.78 -7.98

The HOMO-LUMO gap is 9.97 eV. The calculation puts the HOMO energy at -10.157 eV. The structure (SMILES) is O=C1OC[C@@H](F)O1.O=C1OC[C@@H](F)O1.O=C1OC[C@@H](F)O1.O=C1OC[C@@H](F)O1.O=C1OC[C@@H](F)O1.O=C1OCCO1.O=C1OCCO1.O=C1OCCO1.O=C1OCCO1.O=C1OCCO1.CO. Its net charge is 0.

=====

This record from the OMol25 dataset describes C31H39GeO6Re as an isolated structure in a non-equilibrium geometry. The level of theory is the ωB97M-V functional and the def2-TZVPD basis.

CARTESIAN COORDINATES (ANGSTROEM)
1 Re -0.24 -0.65 -0.43
2 C -2.49 2.21 -0.90
3 C -2.04 1.43 -2.16
4 O -0.75 0.81 -2.06
5 C 0.37 1.64 -2.36
6 C 0.95 2.29 -1.12
7 O 1.31 1.32 -0.13
8 C 2.67 0.93 -0.08
9 C 3.03 -0.10 -1.15
10 O 2.03 -1.11 -1.22
11 C 2.32 -2.37 -0.61
12 C 1.91 -2.41 0.85
13 O 0.50 -2.20 0.94
14 C 0.00 -2.15 2.29
15 C 0.26 -0.80 2.94
16 O -0.14 0.27 2.11
17 C -1.45 0.81 2.32
18 C -2.29 0.81 1.06
19 O -1.75 1.87 0.25
20 H -3.56 2.04 -0.74
21 H -2.34 3.28 -1.05
22 H -2.04 2.10 -3.02
23 H -2.72 0.60 -2.37
24 H 0.09 2.42 -3.08
25 H 1.10 0.98 -2.83
26 H 0.19 2.91 -0.64
27 H 1.81 2.90 -1.40
28 H 2.81 0.51 0.92
29 H 3.33 1.80 -0.18
30 H 4.01 -0.53 -0.94
31 H 3.07 0.38 -2.13
32 H 3.38 -2.60 -0.70
33 H 1.74 -3.11 -1.17
34 H 2.45 -1.65 1.42
35 H 2.14 -3.40 1.26
36 H 0.45 -2.95 2.87
37 H -1.08 -2.32 2.20
38 H 1.33 -0.66 3.13
39 H -0.25 -0.77 3.91
40 H -1.33 1.84 2.65
41 H -1.97 0.25 3.10
42 H -3.32 1.09 1.34
43 H -2.87 -0.31 -0.62
44 C -2.25 -0.50 0.26
45 Ge -3.52 -1.91 0.94
46 C -3.40 -3.56 -0.13
47 C -4.25 -3.80 -1.21
48 C -4.24 -5.03 -1.85
49 C -3.39 -6.04 -1.43
50 C -2.53 -5.81 -0.36
51 C -2.54 -4.58 0.28
52 C -5.22 -0.96 0.56
53 C -6.09 -0.63 1.60
54 C -7.21 0.15 1.37
55 C -7.49 0.61 0.09
56 C -6.64 0.28 -0.95
57 C -5.51 -0.49 -0.71
58 C -3.71 -2.60 2.79
59 C -4.59 -3.68 2.90
60 C -4.92 -4.22 4.14
61 C -4.36 -3.69 5.30
62 C -3.47 -2.63 5.20
63 C -3.16 -2.09 3.96
64 H -4.94 -3.04 -1.53
65 H -4.91 -5.21 -2.68
66 H -3.40 -7.00 -1.92
67 H -1.87 -6.60 -0.01
68 H -1.88 -4.42 1.13
69 H -5.89 -0.99 2.61
70 H -7.87 0.41 2.20
71 H -8.38 1.21 -0.09
72 H -6.86 0.63 -1.96
73 H -4.86 -0.73 -1.55
74 H -5.04 -4.10 2.01
75 H -5.61 -5.05 4.20
76 H -4.61 -4.11 6.26
77 H -3.03 -2.22 6.10
78 H -2.47 -1.26 3.93

The HOMO-LUMO gap (alpha / beta) is 7.60 / 7.20 eV. The calculation puts the HOMO energy (alpha / beta) at -9.932 / -9.547 eV. Its spin multiplicity is 2. Its net charge is +1. For the energy above the lowest of the compared OMol25 structures with the same formula, charge and spin, the calculation gives 39.5 kJ/mol.

=====

This record from the OMol25 dataset describes C31H39N4O5PReS2 as an isolated structure in a non-equilibrium geometry. The level of theory is the ωB97M-V functional and the def2-TZVPD basis.

CARTESIAN COORDINATES (ANGSTROEM)
1 Re -0.23 -0.16 -0.71
2 N -3.80 -2.20 1.00
3 C -2.81 -1.36 0.56
4 S -1.48 -2.15 -0.25
5 N -2.98 -0.10 0.74
6 N -1.93 0.70 0.24
7 C -2.01 1.89 0.73
8 C -1.09 2.98 0.57
9 C -1.43 4.22 1.13
10 C -0.58 5.29 1.05
11 C 0.66 5.12 0.42
12 C 1.02 3.90 -0.12
13 C 0.14 2.82 -0.06
14 O 0.53 1.67 -0.61
15 H -3.59 -3.17 1.09
16 H -4.47 -1.81 1.64
17 H -2.87 2.05 1.38
18 H -2.39 4.32 1.63
19 H -0.85 6.25 1.48
20 H 1.35 5.95 0.36
21 H 1.99 3.75 -0.59
22 C 3.58 -3.63 -6.74
23 C 3.44 -2.89 -5.44
24 C 3.51 -1.50 -5.40
25 C 3.39 -0.80 -4.21
26 C 3.19 -1.51 -3.03
27 C 3.13 -2.90 -3.04
28 C 3.26 -3.58 -4.24
29 S 3.06 -0.65 -1.51
30 O 4.04 -1.18 -0.61
31 O 3.06 0.75 -1.77
32 N 1.53 -1.12 -0.90
33 C 1.66 -2.03 0.29
34 C 1.18 -1.29 1.53
35 O 1.51 -1.63 2.64
36 O 0.34 -0.30 1.23
37 H 2.99 -3.15 -7.53
38 H 3.25 -4.66 -6.65
39 H 4.62 -3.64 -7.07
40 H 3.65 -0.95 -6.33
41 H 3.43 0.28 -4.18
42 H 3.00 -3.45 -2.11
43 H 3.21 -4.66 -4.25
44 H 2.67 -2.39 0.46
45 H 0.99 -2.87 0.18
46 C -3.69 0.52 -2.51
47 C -2.56 1.15 -3.36
48 C -2.20 2.52 -2.78
49 C -3.09 1.39 -4.77
50 P -1.00 0.10 -3.24
51 C 0.14 1.09 -4.31
52 C 1.02 1.98 -3.70
53 C 1.82 2.84 -4.44
54 C 1.75 2.84 -5.83
55 C 0.85 1.99 -6.46
56 C 0.05 1.14 -5.71
57 C -1.24 -1.60 -4.08
58 C 0.04 -2.38 -3.76
59 C -1.45 -1.70 -5.60
60 C -2.44 -2.34 -3.46
61 H -4.36 1.31 -2.16
62 H -3.34 -0.02 -1.63
63 H -4.30 -0.17 -3.10
64 H -3.11 3.13 -2.76
65 H -1.46 3.03 -3.40
66 H -1.82 2.46 -1.77
67 H -3.99 2.00 -4.68
68 H -3.37 0.47 -5.29
69 H -2.38 1.94 -5.39
70 H 1.10 2.00 -2.63
71 H 2.50 3.51 -3.93
72 H 2.37 3.51 -6.41
73 H 0.76 2.00 -7.54
74 H -0.69 0.56 -6.23
75 H 0.91 -1.94 -4.25
76 H -0.07 -3.41 -4.13
77 H 0.24 -2.43 -2.69
78 H -0.58 -1.41 -6.18
79 H -2.33 -1.17 -5.96
80 H -1.61 -2.76 -5.81
81 H -3.39 -1.86 -3.71
82 H -2.39 -2.43 -2.38
83 H -2.46 -3.35 -3.89

The HOMO-LUMO gap (alpha / beta) is 6.10 / 6.38 eV. The calculation puts the HOMO energy (alpha / beta) at -7.824 / -7.717 eV. Its spin multiplicity is 2. Its net charge is 0. For the energy above the lowest of the compared OMol25 structures with the same formula, charge and spin, the calculation gives 15.0 kJ/mol.